49
Properties=species:S:1:pos:R:3 method="wB97M-V/def2-TZVPD" gap_ev="5.66 / 5.66" relative_energy_kj_mol=0.4 total_charge=+3 homo_energy_ev="-17.7096 / -17.7095"
Ru -0.033 0.391 0.529
C 3.338 3.123 0.572
C 2.116 2.330 0.288
N 1.604 1.465 1.108
N 2.221 1.230 2.297
C 1.492 0.561 3.136
N 1.917 0.256 4.354
S -0.194 0.136 2.706
C 1.355 2.461 -0.959
C 1.676 3.350 -1.967
C 0.854 3.434 -3.083
C -0.278 2.637 -3.154
C -0.551 1.766 -2.116
N 0.258 1.662 -1.055
H 3.575 3.105 1.630
H 3.216 4.154 0.243
H 4.182 2.694 0.024
H 2.818 0.594 4.665
H 1.342 -0.235 5.020
H 2.551 3.978 -1.879
H 1.092 4.122 -3.883
H -0.944 2.678 -4.005
H -1.419 1.122 -2.134
O -1.674 1.840 0.806
C -2.913 1.164 1.134
C -2.989 -0.035 0.239
C -4.206 -0.546 -0.171
C -4.231 -1.641 -1.020
C -3.028 -2.173 -1.460
C -1.850 -1.615 -1.010
N -1.815 -0.579 -0.151
H -1.549 2.603 1.389
H -3.745 1.841 0.950
H -2.916 0.877 2.189
H -5.124 -0.080 0.162
H -5.173 -2.056 -1.352
H -2.998 -3.001 -2.154
H -0.897 -1.985 -1.362
C 1.548 -5.057 -0.591
N 1.675 -3.598 -0.708
C 1.082 -2.741 0.085
N 0.244 -3.130 1.029
S 1.562 -1.045 -0.089
H 2.170 -5.513 -1.354
H 0.515 -5.362 -0.756
H 1.896 -5.388 0.388
H 2.310 -3.229 -1.403
H 0.046 -4.107 1.194
H -0.129 -2.457 1.680